The following is a quantum chemistry calculation of C3H6N2O2 in the gas phase, from the OMol25 dataset.

```
13
C3H6N2O2 (ωB97M-V/def2-TZVPD)
C -1.71 -0.42 0.75
N -0.77 -1.00 -0.13
O -0.16 0.04 -0.97
C 1.12 0.52 -0.63
O 1.02 1.73 0.04
C 2.04 -0.28 0.26
N 2.89 -0.78 0.84
H -2.19 -1.33 1.08
H -1.21 0.01 1.63
H -2.41 0.15 0.12
H -1.22 -1.58 -0.81
H 1.66 0.57 -1.54
H 0.95 2.38 -0.63
```

Computed properties:
- E_LUMO: 0.6 eV
- SMILES: CNO[C@@H](O)C#N
- Spin multiplicity: 1
- Molar mass: 102.093 g/mol
- HOMO level: -9.902 eV
- Total energy: -10280.2715 eV

Let us look at the Löwdin charges, expressed in e, one per atom: -0.11, -0.07, -0.09, -0.41, 0.04, -0.13, 0.16, 0.08, 0.10, 0.09, 0.11, 0.14, 0.09

---

The following is a quantum chemistry calculation of a molecular structure, C12H30N6O10Zn2, from the OMol25 dataset.

```
60
C12H30N6O10Zn2 (ωB97M-V/def2-TZVPD)
Zn -1.10 0.54 1.39
Zn -1.28 1.11 -1.63
C -0.28 -0.90 -0.47
O -0.86 -1.30 0.56
O -0.86 -0.94 -1.58
O 0.09 0.26 -0.32
C -2.24 2.53 0.29
O -1.45 2.49 1.19
O -1.84 2.84 -0.82
O -2.49 1.36 0.14
C -2.95 0.73 -4.24
O -2.73 0.85 -3.07
N -3.01 1.73 -5.05
N -3.27 -0.41 -4.84
H -3.02 1.55 -6.04
H -2.71 2.64 -4.72
H -3.19 -0.22 -5.83
H -3.21 -1.29 -4.35
C -2.44 -3.67 -2.66
O -3.02 -4.60 -3.11
N -1.48 -3.06 -3.25
N -2.72 -3.18 -1.47
H -1.29 -3.36 -4.19
H -1.18 -2.24 -2.75
H -2.04 -2.61 -0.97
H -3.57 -3.30 -0.94
C -2.73 1.62 4.48
C -2.00 0.36 4.43
C -2.48 -0.72 5.41
O -1.81 -1.88 4.94
C -0.43 -2.00 5.29
N -2.21 -0.07 3.04
H -2.73 2.00 5.50
H -3.80 1.51 4.32
H -2.18 2.35 3.88
H -0.95 0.55 4.65
H -3.55 -0.94 5.40
H -2.21 -0.46 6.43
H 0.33 -1.54 4.66
H -0.16 -3.05 5.36
H -0.29 -1.69 6.33
H -3.17 -0.29 2.82
H -1.93 -1.03 3.23
C 4.03 -0.56 -1.20
C 4.26 0.71 -0.54
C 5.31 1.58 -1.27
O 6.67 1.15 -1.27
C 7.55 1.88 -2.05
N 3.01 1.48 -0.70
H 3.72 -0.30 -2.21
H 3.35 -1.26 -0.72
H 4.97 -1.09 -1.37
H 4.54 0.45 0.48
H 5.34 2.55 -0.76
H 4.91 1.58 -2.28
H 7.28 1.89 -3.11
H 8.51 1.36 -2.02
H 7.71 2.92 -1.77
H 3.05 2.39 -0.26
H 2.20 0.99 -0.35
```

Computed properties:
- E_LUMO: -0.4 eV
- Spin multiplicity: 1
- Molar mass: 549.184 g/mol
- HOMO level: -7.777 eV
- Total energy: -139177.4293 eV

Let us look at the Löwdin charges, expressed in e, one per atom: 0.85, 0.95, -0.84, -0.04, -0.09, -0.11, -0.92, -0.05, -0.05, -0.13, -0.72, 0.05, 0.20, 0.21, 0.12, 0.14, 0.11, 0.12, -0.86, 0.06, 0.17, 0.17, 0.12, 0.05, 0.07, 0.12, -0.07, -0.42, -0.15, -0.21, -0.09, 0.06, 0.09, 0.10, 0.09, 0.15, 0.14, 0.13, 0.09, 0.09, 0.09, 0.13, 0.08, -0.09, -0.46, -0.18, -0.19, -0.14, 0.05, 0.09, 0.08, 0.09, 0.14, 0.12, 0.12, 0.08, 0.09, 0.08, 0.07, 0.04